Record 1
A structure of composition C33H31N7O3Re in a non-equilibrium geometry. Source: the Open Molecules 2025 dataset; level of theory: ωB97M-V/def2-TZVPD.

Last column: Mulliken spin population.
Cartesian coordinates (Å):
Re  0.467  0.634  -0.109  0.93
N  -3.641  -7.255  5.187  0.00
C  -3.156  -6.370  4.636  0.00
C  -2.574  -5.263  3.944  0.00
C  -2.045  -4.190  4.660  0.00
C  -1.515  -3.108  3.982  0.00
C  -1.498  -3.089  2.591  0.00
C  -2.000  -4.175  1.881  0.00
C  -2.544  -5.257  2.549  0.00
C  -0.880  -1.947  1.868  0.00
C  -1.552  -0.720  1.885  -0.03
C  -2.748  -0.449  2.588  0.02
C  -3.006  0.901  2.441  -0.01
C  -1.974  1.411  1.645  0.02
N  -1.110  0.455  1.288  -0.02
C  0.368  -2.177  1.312  0.02
C  1.151  -3.358  1.462  0.02
C  2.376  -3.089  0.907  -0.01
C  2.312  -1.767  0.424  0.02
N  1.124  -1.222  0.646  -0.02
H  -2.047  -4.215  5.741  0.00
H  -1.094  -2.273  4.527  0.00
H  -1.963  -4.167  0.799  0.00
H  -2.939  -6.103  2.004  0.00
H  -3.328  -1.174  3.135  0.00
H  -3.827  1.463  2.854  0.00
H  -1.848  2.437  1.335  0.00
H  0.834  -4.266  1.947  0.00
H  3.229  -3.741  0.828  0.00
H  3.109  -1.241  -0.068  0.00
O  0.517  -1.084  -1.927  0.01
C  0.610  -0.737  -3.175  0.00
C  -0.184  -1.338  -4.179  -0.01
C  -0.068  -0.969  -5.502  0.00
C  0.831  0.020  -5.897  0.00
C  1.654  0.593  -4.948  0.00
C  1.557  0.230  -3.609  -0.02
C  2.509  0.651  -2.606  -0.01
N  2.299  0.817  -1.310  0.00
C  3.538  0.988  -0.721  -0.01
C  4.500  0.922  -1.671  0.00
N  3.836  0.722  -2.858  0.00
H  -0.881  -2.112  -3.879  0.00
H  -0.683  -1.461  -6.245  0.00
H  0.886  0.329  -6.931  0.00
H  2.375  1.346  -5.249  0.00
H  3.649  1.138  0.338  0.00
H  5.570  0.990  -1.611  0.00
H  4.243  0.581  -3.766  0.00
C  0.570  3.106  2.653  0.00
C  1.760  2.203  2.405  -0.01
O  2.770  2.284  3.072  0.01
O  1.685  1.328  1.424  0.01
H  0.885  3.936  3.278  0.00
H  -0.206  2.539  3.166  0.00
H  0.179  3.481  1.707  0.00
C  -2.624  2.436  -1.352  0.00
C  -1.343  3.171  -1.105  0.01
C  -1.266  4.541  -1.243  0.03
C  0.075  4.902  -1.024  0.01
C  0.772  3.741  -0.772  0.01
C  2.253  3.750  -0.559  0.00
N  -0.098  2.651  -0.801  0.00
H  -3.434  3.163  -1.354  0.00
H  -2.840  1.685  -0.595  0.00
H  -2.618  1.954  -2.334  0.00
H  -2.095  5.195  -1.465  0.00
H  0.508  5.888  -1.058  0.00
H  2.572  4.782  -0.428  0.00
H  2.780  3.349  -1.426  0.00
H  2.556  3.188  0.318  0.00
N  -1.662  -0.259  -1.273  -0.01
H  -2.556  -0.257  -0.799  0.00
H  -1.309  -1.205  -1.380  0.00
H  -1.755  0.140  -2.199  0.00

- HOMO energy (spin up / spin down) (eV) = -7.22 / -7.20
- expectation value of S² = 0.758
- spin multiplicity = 2
- energy relative to the best compared isomer or geometry (same formula, charge and spin) (kJ/mol) = 196.3
- net charge = 0
- E_LUMO (spin up / spin down) (eV) = -1.616 / -1.583
- E (eV) = -53427.588

=====

Record 2
A structure of composition C48H69F3GaN9O2P in a non-equilibrium geometry. Source: the Open Molecules 2025 dataset; level of theory: ωB97M-V/def2-TZVPD.

Last column: Löwdin charge in e.
Cartesian coordinates (Å):
C  -6.609  -1.479  2.393  -0.18
C  -6.489  -0.324  3.395  -0.50
P  -4.891  -0.265  4.352  0.74
C  -4.442  -2.057  4.574  -0.40
Ga  -3.146  0.652  3.061  0.25
C  -3.465  0.629  1.033  -0.28
C  -4.785  1.271  0.574  -0.26
C  -4.672  2.350  -0.522  -0.17
C  -3.491  2.248  -1.452  -0.18
O  -3.349  0.907  -1.982  0.01
C  -2.067  0.530  -2.122  -0.50
C  -1.644  -0.761  -1.505  0.03
O  -1.247  1.211  -2.740  0.05
C  -2.720  2.607  3.486  -0.28
C  -1.310  2.880  2.950  -0.18
C  -1.146  4.130  2.110  -0.55
F  -0.028  4.846  2.472  0.09
F  -2.182  5.016  2.184  0.08
F  -0.986  3.842  0.780  0.09
H  -6.878  -2.389  2.916  0.05
H  -5.649  -1.654  1.921  0.05
H  -7.369  -1.262  1.650  0.06
H  -6.646  0.636  2.920  0.03
H  -7.282  -0.420  4.134  0.05
H  -3.989  -2.466  3.678  0.01
H  -5.317  -2.650  4.819  0.02
H  -3.737  -2.147  5.390  0.00
H  -1.801  -0.223  3.298  -0.05
H  -2.589  1.103  0.606  0.02
H  -3.483  -0.421  0.759  0.03
H  -5.246  1.764  1.429  0.07
H  -5.492  0.511  0.265  0.09
H  -5.575  2.321  -1.131  0.11
H  -4.664  3.337  -0.073  0.11
H  -3.583  2.950  -2.274  0.12
H  -2.588  2.530  -0.918  0.10
H  -0.830  -1.175  -2.082  0.07
H  -1.323  -0.611  -0.481  0.09
H  -2.442  -1.493  -1.476  0.09
H  -2.804  2.803  4.549  0.03
H  -3.480  3.203  2.990  0.04
H  -0.607  2.887  3.770  0.11
H  -1.009  2.062  2.301  0.08
N  -2.452  7.527  0.378  0.02
C  -2.809  7.469  -0.938  -0.14
C  -2.473  8.664  -1.520  -0.12
C  -1.889  9.474  -0.509  -0.12
C  -1.890  8.741  0.650  -0.14
H  -2.581  6.787  1.045  0.12
H  -3.267  6.586  -1.349  0.10
H  -2.627  8.927  -2.553  0.08
H  -1.510  10.476  -0.619  0.08
H  -1.539  8.979  1.639  0.10
N  1.411  2.202  -2.399  0.03
C  1.563  3.385  -1.742  -0.13
C  2.893  3.536  -1.434  -0.11
C  3.571  2.391  -1.928  -0.12
C  2.624  1.591  -2.521  -0.18
H  0.534  1.822  -2.740  0.10
H  0.716  4.018  -1.541  0.11
H  3.326  4.370  -0.908  0.09
H  4.625  2.178  -1.854  0.09
H  2.709  0.640  -3.021  0.09
N  0.630  -0.985  5.245  0.01
C  0.827  0.325  5.572  -0.15
C  2.001  0.733  4.997  -0.12
C  2.533  -0.380  4.289  -0.11
C  1.661  -1.423  4.462  -0.16
H  -0.158  -1.537  5.525  0.14
H  0.114  0.856  6.179  0.11
H  2.429  1.719  5.069  0.09
H  3.446  -0.409  3.718  0.08
H  1.684  -2.432  4.089  0.09
N  3.388  -1.226  -1.168  0.02
C  3.131  -2.288  -0.350  -0.13
C  4.001  -3.295  -0.677  -0.11
C  4.817  -2.814  -1.737  -0.12
C  4.413  -1.533  -2.014  -0.15
H  2.897  -0.346  -1.154  0.11
H  2.354  -2.238  0.394  0.11
H  4.048  -4.264  -0.211  0.09
H  5.609  -3.348  -2.236  0.06
H  4.767  -0.818  -2.737  0.10
N  2.677  -5.603  5.540  0.01
C  1.635  -4.766  5.828  -0.15
C  0.490  -5.517  5.857  -0.11
C  0.859  -6.861  5.577  -0.12
C  2.214  -6.882  5.386  -0.15
H  3.634  -5.320  5.452  0.14
H  1.799  -3.715  5.989  0.09
H  -0.501  -5.146  6.056  0.09
H  0.203  -7.713  5.519  0.09
H  2.885  -7.691  5.155  0.10
N  -5.671  2.599  6.234  0.01
C  -5.694  3.049  7.520  -0.15
C  -6.548  4.122  7.581  -0.13
C  -7.058  4.324  6.272  -0.13
C  -6.495  3.365  5.467  -0.15
H  -5.125  1.815  5.891  0.04
H  -5.105  2.569  8.283  0.10
H  -6.779  4.696  8.464  0.08
H  -7.756  5.082  5.956  0.08
H  -6.612  3.164  4.415  0.10
N  7.764  -3.804  -4.551  0.01
C  7.824  -4.996  -3.884  -0.14
C  8.690  -5.813  -4.559  -0.11
C  9.175  -5.081  -5.678  -0.12
C  8.584  -3.846  -5.643  -0.16
H  7.202  -3.018  -4.280  0.14
H  7.247  -5.159  -2.990  0.10
H  8.949  -6.820  -4.282  0.09
H  9.878  -5.423  -6.419  0.09
H  8.679  -2.995  -6.297  0.10
N  -1.457  -3.590  -5.973  0.00
C  -0.273  -3.511  -5.290  -0.14
C  -0.181  -2.254  -4.757  -0.11
C  -1.357  -1.546  -5.133  -0.11
C  -2.123  -2.397  -5.882  -0.14
H  -1.785  -4.397  -6.466  0.14
H  0.397  -4.351  -5.240  0.10
H  0.637  -1.882  -4.163  0.09
H  -1.606  -0.529  -4.880  0.09
H  -3.080  -2.258  -6.353  0.10
N  7.573  -3.238  -8.972  0.00
C  6.580  -2.435  -8.482  -0.15
C  6.324  -1.467  -9.416  -0.11
C  7.197  -1.696  -10.513  -0.12
C  7.953  -2.797  -10.210  -0.15
H  7.962  -4.029  -8.492  0.13
H  6.142  -2.623  -7.517  0.10
H  5.592  -0.682  -9.323  0.09
H  7.261  -1.120  -11.421  0.09
H  8.725  -3.301  -10.765  0.10

- HOMO energy (eV) = -4.50
- spin multiplicity = 1
- net charge = -1
- E_LUMO (eV) = 1.803
- E (eV) = -138218.370

=====

Record 3
A cluster of 16 separate species, C4H42NO15 in total in a non-equilibrium geometry. Source: the Open Molecules 2025 dataset; level of theory: ωB97M-V/def2-TZVPD.

Last column: natural (NBO) charge in e.
Cartesian coordinates (Å):
C  0.810  -1.130  1.268  -0.67
C  0.429  -0.514  -0.043  -0.25
N  0.593  -1.273  -1.353  -0.54
C  0.026  -2.729  -1.556  -0.22
C  0.565  -3.579  -0.426  -0.65
H  1.118  -0.353  2.025  0.24
H  1.652  -1.839  1.238  0.21
H  -0.025  -1.573  1.893  0.25
H  -0.582  -0.048  0.013  0.25
H  1.134  0.352  -0.141  0.22
H  1.564  -1.406  -1.656  0.46
H  0.020  -0.750  -2.019  0.47
H  0.434  -3.196  -2.499  0.23
H  -1.023  -2.839  -1.613  0.25
H  0.091  -3.662  0.537  0.24
H  0.855  -4.600  -0.785  0.24
H  1.569  -3.254  -0.136  0.20
H  -3.731  0.192  0.664  0.50
H  -2.548  -0.753  0.897  0.51
O  -2.878  -0.076  0.301  -0.98
H  0.432  2.112  2.281  0.51
H  1.203  2.784  3.196  0.49
O  1.173  1.862  2.865  -1.00
H  -4.418  -2.384  1.955  0.49
H  -3.966  -1.478  3.135  0.49
O  -3.861  -1.639  2.195  -0.98
H  0.207  3.328  -0.865  0.49
H  1.032  1.971  -0.849  0.51
O  0.147  2.367  -0.908  -1.01
H  -0.037  0.150  -4.338  0.49
H  0.414  1.589  -4.188  0.48
O  0.478  0.727  -3.750  -0.97
H  -0.724  -2.283  4.793  0.48
H  -1.329  -1.481  3.674  0.48
O  -0.967  -2.351  3.867  -0.96
H  3.903  0.180  1.141  0.52
H  3.638  -1.207  0.829  0.48
O  3.767  -0.388  0.335  -1.01
H  -3.491  1.164  -2.310  0.49
H  -3.355  0.024  -1.377  0.49
O  -3.647  0.203  -2.296  -0.99
H  -1.182  2.445  -2.175  0.50
H  -1.823  1.732  -3.312  0.46
O  -2.034  2.411  -2.657  -0.97
H  -2.173  -0.495  -3.081  0.51
H  -2.314  -1.880  -3.889  0.50
O  -1.748  -1.342  -3.326  -1.03
H  -1.233  2.882  0.829  0.51
H  -1.839  3.503  2.187  0.50
O  -1.069  3.161  1.734  -0.99
H  2.980  1.369  -2.316  0.51
H  3.232  1.641  -0.851  0.48
O  2.724  1.963  -1.601  -0.97
H  2.830  0.919  2.871  0.51
H  3.645  2.075  2.517  0.49
O  3.723  1.112  2.495  -0.96
H  -0.460  0.816  4.131  0.49
H  -1.716  1.077  4.887  0.48
O  -1.268  0.371  4.408  -0.97
H  3.705  -0.664  -1.268  0.50
H  4.230  -0.891  -2.696  0.49
O  3.421  -0.674  -2.216  -1.01

- HOMO energy (eV) = -13.23
- spin multiplicity = 1
- energy relative to the best compared isomer or geometry (same formula, charge and spin) (kJ/mol) = 85.1
- net charge = +1
- E_LUMO (eV) = -2.418
- E (eV) = -37027.354

=====

> spin multiplicity of number 1 (C33H31N7O3Re)?

2

=====

> The lowest E belongs to which entry?

C48H69F3GaN9O2P